No. 1
Molecular formula: C43H43AsN2P2RuS2Te
Method: DFT, ωB97M-V/def2-TZVPD

```
95
Properties=species:S:1:pos:R:3:forces:R:3
Ru -0.155776 -0.655434 0.558232 -0.417 0.311 -0.113
Te -2.590339 -0.054174 3.583637 0.170 0.374 0.015
C -3.030296 1.288762 5.124276 0.010 -0.257 -0.160
C -4.325674 1.315960 5.618545 -0.070 -0.010 0.057
C -4.604595 2.238554 6.623608 0.197 0.096 0.040
N -3.688672 3.067334 7.125535 0.073 -0.152 -0.197
C -2.444146 3.006308 6.642242 -0.247 -0.012 0.071
C -2.059446 2.131698 5.634638 0.022 0.160 0.106
C -0.960884 0.995367 2.746619 -0.138 -0.453 -0.234
P 0.575754 0.038634 2.663348 0.006 -0.009 0.705
C 0.534710 -1.167845 4.018341 -0.134 -0.079 -0.069
C -0.139073 -2.374157 3.782203 0.139 0.083 0.292
C -0.285687 -3.309400 4.797638 -0.001 0.054 -0.049
C 0.253242 -3.048021 6.052281 -0.002 -0.035 0.011
C 0.943227 -1.865992 6.284845 0.043 0.061 0.004
C 1.088076 -0.925049 5.270777 -0.002 0.026 0.081
C 1.971546 1.133824 2.951331 0.041 0.073 -0.152
C 3.116021 0.969431 2.173000 -0.005 0.113 0.167
C 4.225091 1.774465 2.390802 -0.024 0.012 0.006
C 4.186507 2.749437 3.379015 0.029 -0.020 -0.044
C 3.041482 2.927545 4.145720 -0.022 0.027 0.056
C 1.932639 2.124798 3.931846 -0.021 0.012 -0.028
P -1.382011 1.360181 0.951722 0.385 0.563 0.125
C -0.103353 2.592210 0.530763 -0.088 0.000 0.050
C 0.832086 2.208681 -0.433172 -0.050 0.178 0.014
C 1.906566 3.023538 -0.749044 0.008 0.044 0.046
C 2.049761 4.247613 -0.107852 0.054 -0.009 -0.015
C 1.123590 4.642196 0.846859 -0.061 0.008 0.054
C 0.055045 3.814841 1.173088 0.055 0.032 0.097
C -3.044004 2.038262 1.255669 -0.150 -0.209 -0.020
C -3.209032 3.034104 2.225657 -0.036 0.011 -0.065
C -4.470038 3.541288 2.499767 -0.008 0.011 0.033
C -5.582148 3.031248 1.841163 -0.030 -0.024 -0.009
C -5.433488 2.013452 0.905609 0.045 -0.008 0.010
C -4.170704 1.522011 0.606236 -0.056 0.062 0.039
H -5.103254 0.659728 5.241727 0.034 0.068 0.048
H -5.604672 2.310540 7.037886 0.059 0.009 -0.006
H -1.724696 3.690308 7.079050 -0.034 -0.019 0.007
H -1.043134 2.120853 5.263190 -0.025 0.021 -0.006
H -0.507746 -2.590886 2.789746 -0.147 -0.064 -0.221
H -0.803279 -4.243052 4.611931 0.034 0.052 -0.012
H 0.149157 -3.777822 6.846385 0.005 0.048 -0.044
H 1.377088 -1.676738 7.259688 -0.022 -0.006 -0.066
H 1.642900 -0.012014 5.452835 -0.021 -0.052 0.032
H 3.132071 0.215564 1.399607 0.025 -0.076 -0.119
H 5.115321 1.649313 1.786980 -0.035 -0.009 0.026
H 5.051560 3.378502 3.547937 -0.033 -0.020 0.001
H 3.015378 3.694273 4.910993 -0.003 -0.041 -0.047
H 1.033107 2.272458 4.519186 0.049 0.014 -0.025
H 0.695773 1.289408 -0.984248 -0.065 -0.287 -0.141
H 2.620129 2.715943 -1.504151 -0.042 0.008 0.031
H 2.880583 4.896939 -0.358144 -0.056 -0.037 0.017
H 1.231229 5.600217 1.342518 -0.013 -0.068 -0.029
H -0.645612 4.136168 1.932395 0.034 0.005 -0.015
H -2.353638 3.406365 2.773459 -0.023 0.001 0.020
H -4.586170 4.329140 3.235546 0.016 -0.052 -0.046
H -6.568908 3.421456 2.062883 0.071 -0.013 -0.025
H -6.300956 1.608011 0.398969 0.046 0.017 0.036
H -4.063934 0.738338 -0.133030 -0.004 0.021 0.024
S -1.456218 -1.227444 -1.228545 0.084 -0.128 -0.064
C -1.971880 0.306424 -1.890449 -0.087 0.207 -0.072
N -1.971168 1.433427 -1.247047 -0.008 0.360 -0.027
C -2.455588 2.492958 -2.029419 0.074 -0.151 0.141
C -2.606683 3.824838 -1.636702 0.075 -0.028 0.106
C -3.114823 4.726090 -2.550270 0.013 -0.002 0.070
C -3.464979 4.328552 -3.846515 -0.024 0.010 -0.050
C -3.315751 3.017733 -4.249647 0.024 -0.026 -0.025
C -2.814584 2.108154 -3.321133 0.001 -0.098 -0.040
S -2.537414 0.404702 -3.514854 -0.038 -0.158 -0.133
H -2.325183 4.139470 -0.638924 -0.029 -0.010 -0.046
H -3.245433 5.761377 -2.261410 0.022 -0.042 -0.009
H -3.858328 5.060224 -4.542316 0.039 -0.057 0.051
H -3.573091 2.706224 -5.254031 -0.023 0.017 0.050
C 2.985665 -3.147289 2.267930 0.082 -0.020 -0.110
C 3.202761 -2.736184 0.814067 -0.167 0.137 0.321
As 1.555379 -2.268066 -0.108842 0.205 -0.517 -0.423
C 0.682194 -4.000789 -0.337747 0.260 -0.104 -0.002
C 1.549451 -5.074548 -0.992433 -0.105 0.067 0.039
C 2.139663 -1.773852 -1.909773 0.272 -0.143 0.022
C 3.548338 -2.222119 -2.301992 -0.111 0.049 0.028
H 3.930182 -3.466245 2.711005 -0.038 -0.001 -0.012
H 2.283398 -3.979016 2.354289 0.008 0.012 0.002
H 2.603218 -2.320263 2.864825 0.011 0.008 0.016
H 3.639674 -3.545202 0.236679 0.088 -0.065 -0.088
H 3.878091 -1.886223 0.743419 0.074 0.055 -0.009
H -0.206538 -3.803482 -0.930418 -0.140 0.034 -0.087
H 0.348322 -4.315605 0.650473 -0.046 -0.032 0.073
H 1.902929 -4.760458 -1.973739 -0.002 -0.006 -0.020
H 0.965714 -5.984598 -1.131622 0.013 0.001 0.005
H 2.412378 -5.331492 -0.380101 0.027 -0.012 0.011
H 2.053579 -0.691604 -1.971730 -0.023 0.138 -0.015
H 1.391314 -2.186963 -2.583025 -0.112 -0.025 -0.058
H 4.308122 -1.790899 -1.650956 0.008 0.009 0.000
H 3.766190 -1.895900 -3.318674 0.001 -0.009 -0.006
H 3.656655 -3.304833 -2.272864 0.009 -0.020 -0.002
```
Forces are in eV/Å.

Computed properties:
HOMO (spin up / spin down): -12.756 / -13.210 eV
2S+1: 5
HOMO-LUMO gap (spin up / spin down): 7.70 / 5.14 eV
total charge: +2
⟨S²⟩: 6.025

What are the Mulliken partial charges on each atom? They are as follows, in elementary charge units: number 1, Ru, carries -0.6846; number 2, Te, carries 0.7761; number 3, C, carries 0.3122; number 4, C, carries -0.4903; number 5, C, carries -0.4178; number 6, N, carries -0.5266; number 7, C, carries -0.3466; number 8, C, carries -0.2315; number 9, C, carries -0.8805; number 10, P, carries 0.8338; number 11, C, carries 0.6652; number 12, C, carries 0.3458; number 13, C, carries -1.0011; number 14, C, carries -0.7428; number 15, C, carries -0.6990; number 16, C, carries -0.5357; number 17, C, carries 0.5835; number 18, C, carries -0.4238; number 19, C, carries -0.6870; number 20, C, carries -0.8074; number 21, C, carries -0.8040; number 22, C, carries 0.1305; number 23, P, carries 0.6916; number 24, C, carries 1.6203; number 25, C, carries -0.0821; number 26, C, carries -0.9371; number 27, C, carries -0.8354; number 28, C, carries -0.8219; number 29, C, carries -0.1162; number 30, C, carries 0.7678; number 31, C, carries -0.0036; number 32, C, carries -0.8916; number 33, C, carries -0.6636; number 34, C, carries -0.9514; number 35, C, carries -0.2883; number 36, H, carries 0.3953; number 37, H, carries 0.4046; number 38, H, carries 0.3941; number 39, H, carries 0.5278; number 40, H, carries 0.3394; number 41, H, carries 0.5180; number 42, H, carries 0.4498; number 43, H, carries 0.4689; number 44, H, carries 0.4358; number 45, H, carries 0.2999; number 46, H, carries 0.4999; number 47, H, carries 0.4146; number 48, H, carries 0.4920; number 49, H, carries 0.0931; number 50, H, carries 0.0155; number 51, H, carries 0.5156; number 52, H, carries 0.4435; number 53, H, carries 0.5058; number 54, H, carries 0.2712; number 55, H, carries 0.1594; number 56, H, carries 0.5120; number 57, H, carries 0.4607; number 58, H, carries 0.4949; number 59, H, carries 0.4688; number 60, S, carries -0.4801; number 61, C, carries 0.1924; number 62, N, carries 0.6698; number 63, C, carries -0.6855; number 64, C, carries -0.2481; number 65, C, carries -1.0560; number 66, C, carries -0.6072; number 67, C, carries -0.6208; number 68, C, carries 0.9390; number 69, S, carries -0.2115; number 70, H, carries 0.4687; number 71, H, carries 0.4410; number 72, H, carries 0.4216; number 73, H, carries 0.4435; number 74, C, carries -1.0557; number 75, C, carries -1.0310; number 76, As, carries 0.6668; number 77, C, carries -0.5429; number 78, C, carries -1.1767; number 79, C, carries -0.3979; number 80, C, carries -1.2985; number 81, H, carries 0.4578; number 82, H, carries 0.2950; number 83, H, carries 0.1408; number 84, H, carries 0.6877; number 85, H, carries 0.5590; number 86, H, carries 0.5020; number 87, H, carries 0.3399; number 88, H, carries 0.2462; number 89, H, carries 0.4261; number 90, H, carries 0.3049; number 91, H, carries 0.2271; number 92, H, carries 0.5240; number 93, H, carries 0.2953; number 94, H, carries 0.4355; number 95, H, carries 0.2904



No. 2
Molecular formula: C30H25Cl4FeGeO5
Method: DFT, ωB97M-V/def2-TZVPD

```
66
Properties=species:S:1:pos:R:3:forces:R:3
Fe 1.407702 1.525149 -0.228174 0.501 0.891 -1.142
Cl 2.010163 6.558145 -4.863178 0.000 0.002 -0.014
C 1.918166 5.656748 -3.378181 -0.004 0.021 0.025
C 1.909740 6.317354 -2.166834 0.003 -0.030 -0.015
Cl 1.993595 8.053378 -2.103216 -0.002 0.001 0.004
C 1.830996 5.570923 -0.977007 -0.004 0.005 0.007
Cl 1.813483 6.372941 0.567457 -0.003 0.001 0.002
C 1.763188 4.184929 -0.983238 0.027 -0.066 -0.088
O 1.688354 3.455823 0.096549 0.001 -0.063 0.322
C 1.774300 3.484412 -2.248792 0.017 0.188 -0.014
O 1.708640 2.198075 -2.226641 -0.113 -0.191 0.264
C 1.848167 4.255230 -3.413998 0.011 -0.067 0.047
Cl 1.848953 3.407992 -4.931909 0.001 -0.006 -0.010
O 4.492376 -1.030709 -0.948613 -0.045 0.040 0.064
C 3.327015 -0.735570 -0.710373 0.163 -0.164 -0.048
O 2.971479 0.344258 -0.093672 -0.554 0.046 0.140
C 2.240038 -1.750717 -1.080955 0.003 0.024 0.049
C 0.922132 -1.221605 -1.666140 -0.117 -0.067 -0.008
Ge -0.613704 -0.907114 -0.408234 -0.160 -0.341 0.056
C 1.126198 -0.245852 2.794324 0.151 0.057 -0.036
C 1.084895 1.244146 2.847770 -0.706 0.027 0.002
C 1.646511 1.984834 3.836081 0.145 -0.119 -0.104
C 2.310776 1.357181 4.912879 0.063 0.094 -0.001
C 2.328074 -0.054766 4.980820 0.036 -0.081 0.011
C 1.775079 -0.824415 4.009159 0.043 -0.025 -0.003
C -2.404745 -1.023384 -1.271969 0.032 0.041 -0.090
C -2.570513 -1.312856 -2.625175 0.018 0.006 -0.024
C -3.831449 -1.360242 -3.208768 -0.019 0.000 -0.001
C -4.962869 -1.115237 -2.443175 0.006 -0.006 0.001
C -4.818432 -0.818748 -1.093699 0.006 -0.001 -0.003
C -3.554183 -0.771127 -0.521306 -0.020 -0.035 0.027
C -0.737722 -2.946645 0.176010 0.022 0.074 0.105
C -1.706509 -3.302745 1.123920 -0.073 -0.049 -0.010
C -1.968944 -4.620239 1.474337 0.004 0.011 -0.018
C -1.259442 -5.654966 0.876566 0.010 0.002 0.000
C -0.303656 -5.342010 -0.077039 -0.013 -0.014 0.003
C -0.056737 -4.013317 -0.415714 -0.010 0.008 -0.059
H 2.042132 -2.319586 -0.163747 0.034 0.017 0.014
H 2.723152 -2.446859 -1.768875 -0.021 -0.008 -0.007
H 0.507480 -1.995881 -2.322710 0.073 0.033 -0.076
H 1.094223 -0.342956 -2.294692 0.002 0.040 0.047
H 0.413222 1.722727 2.136238 0.324 0.056 -0.155
H 1.581088 3.064589 3.776742 -0.028 0.002 0.096
H 2.785388 1.944578 5.687690 -0.010 0.008 0.005
H 2.807156 -0.533921 5.828669 -0.005 0.001 -0.004
H 1.821408 -1.905686 4.086416 -0.025 -0.003 -0.013
H -1.700817 -1.501845 -3.247094 0.005 0.001 0.009
H -3.929717 -1.584978 -4.265168 -0.001 -0.002 0.000
H -5.948128 -1.151651 -2.893758 0.000 0.005 -0.004
H -5.694467 -0.618874 -0.486010 -0.003 -0.004 -0.003
H -3.453698 -0.534152 0.533531 0.012 0.000 -0.004
H -2.279571 -2.516024 1.603543 0.028 -0.004 0.003
H -2.729004 -4.840145 2.217430 0.001 -0.006 -0.002
H -1.450635 -6.686708 1.150482 -0.004 -0.002 -0.009
H 0.258992 -6.132559 -0.563070 -0.001 -0.004 0.005
H 0.695466 -3.826367 -1.173114 0.014 0.016 0.020
C -0.273369 -0.868650 2.567415 -0.245 -0.364 -0.038
O -0.961943 -0.467328 1.426282 0.253 0.516 0.012
C -0.433398 1.179188 -0.469094 0.125 -0.740 0.717
C -1.621538 2.011762 -0.700678 0.036 0.092 0.002
H -0.880387 -0.615297 3.448864 -0.070 -0.014 -0.031
H 1.728116 -0.557266 1.920068 -0.003 0.081 -0.076
H -0.137736 -1.961728 2.571340 0.069 0.040 0.090
H -2.341567 1.723239 0.078772 -0.003 0.042 0.002
H -2.119101 1.750795 -1.643704 0.002 -0.009 -0.005
H -1.453865 3.092329 -0.651641 0.020 -0.002 -0.038
```
Forces are in eV/Å.

Computed properties:
HOMO (spin up / spin down): -1.679 / -1.884 eV
2S+1: 6
HOMO-LUMO gap (spin up / spin down): 6.02 / 5.95 eV
total charge: -2
⟨S²⟩: 8.953

What are the natural (NBO) partial charges on each atom? They are as follows, in elementary charge units: number 1, Fe, carries 1.5432; number 2, Cl, carries -0.0259; number 3, C, carries -0.1056; number 4, C, carries -0.1238; number 5, Cl, carries -0.0277; number 6, C, carries -0.1684; number 7, Cl, carries -0.0298; number 8, C, carries 0.3292; number 9, O, carries -0.8509; number 10, C, carries 0.2801; number 11, O, carries -0.7949; number 12, C, carries -0.1573; number 13, Cl, carries -0.0263; number 14, O, carries -0.6843; number 15, C, carries 0.8144; number 16, O, carries -0.8772; number 17, C, carries -0.5255; number 18, C, carries -0.8808; number 19, Ge, carries 1.7406; number 20, C, carries -0.3852; number 21, C, carries -0.1484; number 22, C, carries -0.2336; number 23, C, carries -0.2216; number 24, C, carries -0.2738; number 25, C, carries -0.0845; number 26, C, carries -0.4260; number 27, C, carries -0.1704; number 28, C, carries -0.2271; number 29, C, carries -0.2502; number 30, C, carries -0.2251; number 31, C, carries -0.2208; number 32, C, carries -0.3898; number 33, C, carries -0.2303; number 34, C, carries -0.2265; number 35, C, carries -0.2536; number 36, C, carries -0.2530; number 37, C, carries -0.1805; number 38, H, carries 0.2127; number 39, H, carries 0.2102; number 40, H, carries 0.2154; number 41, H, carries 0.2458; number 42, H, carries 0.2214; number 43, H, carries 0.2159; number 44, H, carries 0.1890; number 45, H, carries 0.1930; number 46, H, carries 0.1870; number 47, H, carries 0.1987; number 48, H, carries 0.1930; number 49, H, carries 0.1922; number 50, H, carries 0.1933; number 51, H, carries 0.2176; number 52, H, carries 0.2108; number 53, H, carries 0.1882; number 54, H, carries 0.1886; number 55, H, carries 0.1903; number 56, H, carries 0.1923; number 57, C, carries -0.0148; number 58, O, carries -0.8953; number 59, C, carries -0.4451; number 60, C, carries -0.7762; number 61, H, carries 0.1546; number 62, H, carries 0.2516; number 63, H, carries 0.1624; number 64, H, carries 0.2504; number 65, H, carries 0.2277; number 66, H, carries 0.2003



The records above yield relative energy (zero: lowest compared OMol25 entry of this formula, charge and spin) values of 70.2 0.0 kJ/mol, respectively.